The following is a DFT calculation (the ωB97M-V functional and the def2-TZVPD basis) of a structure of composition C25H23N5PSTi.

Summary:
HOMO-LUMO gap (spin up / spin down)   7.086 / 7.254 eV
Multiplicity   2
LUMO (spin up / spin down)   -7.2 / -7.0 eV
Net charge   +2
ΔE to the lowest compared entry with this formula, charge and spin   0.000 eV
Maximum force   0.33 eV Å⁻¹
E_tot   -76976.5985 eV
M   504.4 g/mol

```
56
Properties=species:S:1:pos:R:3:forces:R:3:lowdin_charge:R:1
C -1.8590 2.3549 1.9575 0.043 -0.005 -0.015 -0.04
C -2.2836 -3.3881 2.7356 -0.010 -0.025 -0.027 -0.05
H -1.3220 3.6299 3.5913 0.004 0.001 0.007 0.13
C -1.4744 0.6378 -4.6765 0.122 -0.152 0.054 0.03
H -2.1694 0.8859 0.4217 0.005 -0.028 0.033 0.13
H -3.2515 -5.2064 2.1442 -0.003 -0.003 0.004 0.12
H 1.4160 0.4409 2.7782 -0.007 -0.005 0.012 0.12
H -1.2235 -1.5554 3.0456 0.012 0.009 -0.015 0.11
N -0.6074 5.5464 0.1819 -0.063 -0.058 -0.082 0.13
H -2.2187 1.1898 -5.2324 -0.010 0.034 0.019 0.14
H 2.9753 1.3592 -0.4242 -0.020 0.032 -0.021 0.09
H 2.6926 0.3485 -1.6451 -0.036 -0.001 -0.018 0.11
C -0.9341 -0.5436 -5.1746 -0.051 0.067 -0.017 0.00
H 3.7210 -3.5270 2.4344 0.004 -0.004 0.002 0.12
H 0.7610 2.4172 4.1107 0.010 -0.006 0.002 0.13
H -2.4831 -5.0768 -0.1978 -0.001 -0.004 -0.003 0.12
H -2.2187 2.9859 -3.3810 0.011 0.021 0.004 0.15
H 4.8429 -0.2319 -0.0578 0.005 0.005 -0.003 0.13
H -2.6256 -3.4464 3.7597 -0.001 0.002 0.007 0.12
C -2.2030 -4.3068 0.5076 -0.008 -0.007 0.013 -0.05
H -2.7683 2.8931 1.7267 -0.004 0.001 -0.004 0.13
C 4.4282 -1.9076 1.2189 0.002 0.024 -0.019 -0.03
H -1.3833 6.1198 -0.1125 0.008 0.020 0.025 0.13
C 4.0746 -0.8402 0.4047 -0.015 -0.029 0.025 -0.01
C -1.5018 2.3536 -2.8673 0.008 0.019 0.036 -0.01
C 0.0179 -1.2179 -4.4301 0.042 -0.014 0.057 -0.01
C 0.5001 0.9733 2.5517 0.006 0.005 -0.050 -0.06
P 0.0094 -0.9231 0.4626 0.120 0.272 -0.138 1.07
C 2.7374 -0.5612 0.1788 0.024 0.046 -0.051 -0.29
H 0.1200 5.9591 0.7385 0.015 -0.008 -0.001 0.11
Ti 0.2791 1.3531 -0.7308 -0.057 -0.092 0.008 0.74
C -1.0583 -2.2544 1.0080 -0.030 0.025 0.027 -0.38
H 1.1274 -1.2096 -2.5866 0.001 -0.001 -0.012 0.11
C 2.1084 -2.4047 1.5858 -0.001 0.002 -0.001 -0.05
C 3.4461 -2.6924 1.8046 0.002 -0.001 0.000 -0.04
N -1.3491 3.9249 -1.2290 0.192 -0.174 -0.045 0.02
C -1.0297 1.0959 -3.4508 -0.064 0.115 -0.002 -0.23
C -0.4305 4.3593 -0.4032 -0.064 0.196 0.115 -0.80
C 1.7389 -1.3303 0.7768 0.032 -0.116 0.085 -0.32
H 5.4733 -2.1264 1.3887 0.005 0.000 0.000 0.12
N -0.9839 2.7141 -1.7519 -0.217 0.059 -0.160 -0.16
H -1.0909 -3.1884 -0.9382 0.013 0.025 0.005 0.10
H 1.3436 -3.0191 2.0440 -0.019 0.010 -0.009 0.12
C -1.4187 -3.2429 0.0934 0.006 -0.021 -0.057 -0.09
N -0.0987 0.4434 -2.7210 -0.004 0.106 0.035 0.00
H -1.2570 -0.9250 -6.1338 0.011 -0.018 0.000 0.13
S 1.0494 3.4888 -0.0090 0.036 -0.266 -0.095 0.70
C -1.4938 -2.3244 2.3321 0.004 0.011 0.017 -0.07
C 0.4029 -0.6936 -3.2060 -0.036 0.010 -0.015 -0.11
C -2.6346 -4.3773 1.8253 0.005 0.006 0.005 -0.04
N 2.3859 0.5731 -0.6986 -0.053 -0.016 0.180 0.01
C -1.5042 1.2386 1.2131 0.075 0.011 -0.110 -0.15
C 0.1320 2.0820 3.2973 -0.032 0.022 -0.016 -0.03
C -0.3270 0.5251 1.5156 0.000 -0.103 0.221 -0.47
C -1.0426 2.7656 3.0038 -0.003 0.004 0.005 -0.03
H 0.4629 -2.1380 -4.7802 -0.012 -0.002 -0.017 0.13
```
Positions in Å, forces in eV/Å.

***

The following is a DFT calculation (the ωB97M-V functional and the def2-TZVPD basis) of a structure of composition C25H23N5Tc.

Summary:
HOMO-LUMO gap (spin up / spin down)   6.135 / 6.153 eV
Multiplicity   2
LUMO (spin up / spin down)   -8.1 / -8.1 eV
Net charge   +2
ΔE to the lowest compared entry with this formula, charge and spin   0.008 eV
Maximum force   1.53 eV Å⁻¹
E_tot   -35932.5404 eV
M   491.5 g/mol

```
54
Properties=species:S:1:pos:R:3:forces:R:3:lowdin_charge:R:1
C 2.8293 1.2454 -2.3033 0.044 0.169 -0.060 0.04
C -1.2377 0.7821 0.3107 0.025 -0.144 -0.070 -0.25
H -2.6112 0.8932 3.4122 -0.002 -0.002 -0.001 0.14
H -2.1547 1.5653 -1.4585 0.001 0.000 0.002 0.14
N -0.4032 -0.1258 2.4420 -0.056 -0.015 -0.071 -0.06
H -4.5628 2.3284 3.4454 0.000 -0.004 0.000 0.09
H -1.9427 -3.7447 1.4257 -0.009 0.007 0.003 0.13
H -0.2337 1.0213 4.2116 -0.002 0.003 -0.005 0.15
H -5.5682 1.6008 2.1930 -0.002 0.000 -0.005 0.10
C 2.5958 2.6067 -2.4655 -0.085 -0.071 0.079 -0.22
C -2.0019 -2.1828 -1.5204 -0.047 -0.044 0.021 -0.15
C 0.6506 2.4050 -1.0685 -0.055 -0.306 0.063 0.02
C 0.0790 0.1429 3.6720 0.023 -0.021 0.022 0.00
C 0.8355 1.0054 -0.9553 0.642 0.448 -0.349 -0.18
H -2.3401 -1.4649 -2.2516 0.005 0.008 0.002 0.13
H -0.3199 -3.2078 -2.5719 -0.002 0.004 -0.002 0.13
N 2.4026 -0.9012 -1.3037 -0.007 -0.025 -0.005 -0.03
H 2.1254 -3.6958 0.1819 -0.001 -0.005 -0.004 0.12
C -1.3874 0.5818 1.6905 0.017 -0.055 0.050 -0.12
H 4.3604 -0.8919 -2.1552 -0.007 0.006 0.003 0.13
C -0.9166 -3.0850 -1.6818 0.054 0.000 0.000 -0.17
C -3.3595 1.9176 0.2795 0.034 -0.005 -0.070 0.00
H -0.1215 -4.6769 -0.3041 0.019 0.010 -0.007 0.12
N -0.1029 0.2214 -0.3540 -0.509 -1.423 0.220 -0.06
H -4.9989 3.2520 2.0024 0.002 0.001 -0.002 0.10
C 3.6986 -2.6777 -1.0385 -0.023 -0.015 0.028 0.01
H 1.5325 -0.9476 4.9123 0.002 0.002 -0.002 0.12
H 3.6913 0.8257 -2.7985 0.002 0.006 -0.006 0.12
H -0.1929 2.8597 -0.5709 -0.004 0.003 0.001 0.12
C 0.9798 -1.7105 2.9004 -0.019 -0.004 0.006 -0.08
H 1.5447 -2.6147 2.7452 0.003 0.001 -0.002 0.12
C 3.5146 3.4494 -3.2892 0.023 0.040 0.001 -0.02
Tc -0.3387 -1.6804 -0.0620 0.123 1.376 -0.006 1.47
H 4.1647 4.0358 -2.6351 -0.001 -0.004 -0.011 0.11
H -3.3485 -1.8014 0.2152 -0.003 0.000 0.001 0.13
H 2.9507 4.1561 -3.8974 0.005 -0.009 -0.007 0.10
C -3.5022 1.7547 1.6615 0.006 -0.007 0.048 -0.23
N 1.7004 -1.7863 -0.5402 -0.054 0.015 0.011 -0.07
C 3.6191 -1.4337 -1.5991 -0.032 0.018 -0.008 0.00
C 0.9676 -0.8544 4.0020 -0.015 0.014 -0.006 0.00
C 1.5028 3.1822 -1.7993 0.174 0.007 -0.116 0.00
C -4.7206 2.2656 2.3709 0.010 -0.003 0.001 -0.02
H 4.5270 -3.3618 -1.0866 -0.001 -0.001 0.002 0.12
H 1.3286 4.2474 -1.8759 0.004 0.001 -0.002 0.14
C -0.8000 -3.8576 -0.4752 0.008 0.064 -0.021 -0.17
N 0.1460 -1.2711 1.9624 0.097 -0.185 0.026 -0.07
C -2.5070 1.0703 2.3488 -0.002 0.024 0.020 0.05
H 4.1445 2.8479 -3.9407 0.000 0.001 -0.002 0.09
C 2.0056 0.4411 -1.5326 -0.312 0.100 0.184 -0.07
C -2.2522 1.4368 -0.3875 -0.064 0.054 -0.010 -0.01
C -1.7877 -3.3924 0.4173 0.017 0.033 0.047 -0.14
H -4.1335 2.4298 -0.2779 -0.002 -0.003 0.001 0.14
C -2.5313 -2.3559 -0.2201 -0.053 -0.032 -0.006 -0.13
C 2.4801 -2.8498 -0.3823 0.027 -0.029 0.013 -0.10
```
Positions in Å, forces in eV/Å.

***

The following is a DFT calculation (the ωB97M-V functional and the def2-TZVPD basis) of an isolated molecule of C25H23NO5.

Summary:
SMILES string   C[C@H](OC(=O)c1ccccc1N1C(=O)[C@@H]2[C@H]3CC[C@H](C3)[C@@H]2C1=O)C(=O)c1ccccc1
HOMO-LUMO gap   9.532 eV
LUMO   0.2 eV
Net charge   0
ΔE to the lowest compared entry with this formula, charge and spin   0.000 eV
Maximum force   0.60 eV Å⁻¹
E_tot   -38027.8451 eV
M   417.5 g/mol

```
54
Properties=species:S:1:pos:R:3:forces:R:3:lowdin_charge:R:1
O -1.6281 1.9217 -3.9943 -0.001 -0.006 -0.144 0.13
C -3.4273 0.2441 -0.2408 0.080 -0.046 0.271 -0.24
H 0.4597 -1.4178 1.2946 0.204 -0.013 0.027 0.15
C 2.3215 3.1039 -3.1863 0.002 -0.021 0.045 -0.06
C 2.3683 -1.3294 2.3460 -0.189 0.233 -0.445 -0.30
N -0.8428 1.7764 -1.8405 0.402 0.088 -0.073 0.12
C 1.8330 -2.8659 0.4458 -0.110 0.281 -0.017 0.01
H -3.6538 -1.5483 -1.4769 -0.041 -0.089 -0.003 0.13
H -5.8008 1.4102 -2.0118 -0.058 0.018 -0.056 0.11
C 1.9900 -2.1665 3.5123 0.110 -0.199 0.558 -0.15
C 2.9524 -2.3301 4.5107 -0.036 0.047 -0.165 -0.01
C 1.0152 -0.1547 -0.7686 -0.265 -0.205 -0.234 -0.43
H 1.2416 -4.3090 6.6411 -0.021 -0.051 0.066 0.10
H -0.4811 -4.0104 4.9058 -0.075 -0.027 0.006 0.10
H -5.4156 -0.5071 0.1800 -0.018 0.005 0.038 0.11
C -1.3336 1.6429 -0.5489 -0.349 0.247 0.152 -0.36
H 3.5290 0.5388 -1.3479 0.066 -0.032 0.058 0.12
C -3.1702 1.7301 -2.1183 -0.200 0.008 -0.261 -0.12
H 2.8861 -2.9177 0.1777 0.099 -0.025 0.016 0.10
O 1.8826 -0.4450 0.1935 0.291 0.054 0.237 0.05
C -1.8314 1.8240 -2.8144 -0.330 0.036 0.010 -0.36
C -4.9550 0.3776 -0.2590 0.001 0.010 0.191 -0.13
H -3.0163 -0.1472 0.6870 0.024 -0.001 0.025 0.15
H 0.2481 3.6132 -3.3686 -0.059 0.034 -0.016 0.12
H 1.2303 -2.9896 -0.4510 -0.021 -0.022 0.006 0.08
H 2.6507 3.9110 -3.8231 0.024 0.071 -0.044 0.11
C 0.9713 2.9398 -2.9363 -0.065 -0.086 0.058 0.01
C 0.4857 -3.5429 4.7909 -0.090 -0.083 0.085 -0.07
C 2.6893 -3.0981 5.6275 0.014 -0.006 0.035 -0.07
H 1.6031 -3.6650 1.1450 0.006 -0.091 0.026 0.08
H -3.2434 2.4135 0.0004 0.073 -0.003 -0.030 0.16
C -3.1727 -0.5727 -1.5074 0.096 -0.028 -0.044 -0.08
H -2.1169 -0.7005 -1.7318 0.037 -0.046 -0.035 0.10
O 0.0104 -0.7919 -0.9899 0.208 -0.031 0.066 0.11
C 0.5363 1.8964 -2.1300 0.435 -0.089 -0.007 -0.11
H 3.9080 -1.8438 4.3831 0.059 0.041 -0.011 0.12
C 1.5317 -1.5043 1.0790 -0.127 -0.221 -0.060 -0.26
H -3.7755 2.5953 -2.3953 0.076 -0.004 -0.006 0.16
H -0.0283 -2.6527 2.9287 -0.076 -0.006 -0.101 0.11
H 3.4445 -3.2204 6.3894 0.065 -0.010 0.054 0.10
O -0.6529 1.5886 0.4408 0.011 0.010 0.137 0.14
H -5.2958 1.2461 0.3033 -0.028 0.008 0.077 0.11
C 1.4627 1.0136 -1.5693 -0.036 0.199 -0.149 -0.04
C -2.8427 1.6155 -0.6276 -0.074 -0.062 0.322 -0.12
H 4.3019 2.3913 -2.7904 0.088 0.000 -0.017 0.11
C -5.2802 0.4859 -1.7644 -0.078 0.046 -0.179 -0.13
H -3.9176 0.1701 -3.4875 0.012 0.009 -0.018 0.15
H -5.9018 -0.3464 -2.0932 -0.030 0.009 -0.026 0.11
C 2.8199 1.2127 -1.8021 -0.132 -0.014 0.033 0.00
O 3.3217 -0.5904 2.3727 -0.022 -0.077 -0.001 0.13
C -3.8986 0.4090 -2.4264 -0.097 -0.005 -0.278 -0.24
C 3.2474 2.2496 -2.6093 0.025 0.001 -0.058 -0.06
C 1.4535 -3.7088 5.7687 -0.049 0.004 -0.023 -0.08
C 0.7471 -2.7793 3.6677 0.171 0.137 -0.099 -0.03
```
Positions in Å, forces in eV/Å.

***

The following is a DFT calculation (the ωB97M-V functional and the def2-TZVPD basis) of a structure of composition C25H24AsN6O8RuS3.

Summary:
HOMO-LUMO gap (spin up / spin down)   5.114 / 5.368 eV
Multiplicity   5
LUMO (spin up / spin down)   1.7 / 1.6 eV
Net charge   -1
Maximum force   1.86 eV Å⁻¹
E_tot   -147558.6753 eV
M   808.7 g/mol

```
68
Properties=species:S:1:pos:R:3:forces:R:3:lowdin_charge:R:1
Ru -0.2341 0.8477 0.2366 -0.093 0.901 -1.610 1.12
O 0.0522 -0.2880 4.1207 0.007 0.042 0.036 -0.32
C 2.7803 -0.0385 0.7514 -0.123 0.355 -0.193 -0.10
S 0.1476 4.1227 -0.7541 -0.544 0.515 -1.045 0.78
O -1.2895 -0.2574 2.0856 0.234 -0.076 0.158 -0.46
H -4.2032 4.2298 5.1625 0.048 0.054 0.002 0.09
O 0.9177 2.9366 -0.1664 0.727 -1.032 0.476 -0.79
C 1.8053 -0.4133 -2.6568 0.223 -0.647 0.453 -0.28
H -2.2599 -0.0574 -3.4370 0.029 0.051 0.106 0.13
O -3.6497 1.2071 0.9391 0.032 -0.202 0.089 -0.35
C -2.2212 -2.2006 -3.8157 0.042 -0.323 0.023 -0.05
H -2.3382 -2.1079 -4.8858 0.010 0.080 -0.009 0.11
C 3.8097 -0.8684 1.1487 0.262 -0.401 0.054 0.01
H 0.1601 -1.8529 1.3460 -0.004 -0.029 -0.020 0.09
H 1.0700 -3.4959 -1.9306 -0.017 -0.004 0.117 0.10
C 3.0134 -2.8772 -2.5819 0.060 0.084 0.056 -0.08
C 1.1791 0.8862 -2.7058 -0.642 1.011 -0.009 -0.10
C 1.6912 -2.6575 -2.2295 0.006 -0.226 0.118 -0.15
H 3.4567 -3.8601 -2.4982 -0.072 -0.032 -0.064 0.10
C -3.4787 3.5206 4.7792 0.070 -0.066 0.048 -0.09
N -2.0589 -1.1369 -1.7032 -0.109 -0.255 -0.079 -0.20
N 1.0961 -1.4739 -2.2345 -0.059 0.223 -0.113 0.13
H 6.5105 -3.5678 1.9895 0.022 0.021 -0.006 0.11
C 3.5205 -2.1618 1.5829 -0.854 0.562 -0.197 -0.12
H -1.8280 -2.3097 -0.0339 -0.049 0.108 0.010 0.13
N 0.1005 1.2365 -2.0687 1.289 -0.931 -0.123 -0.10
S -0.5245 0.5358 3.0832 -0.117 -0.051 1.504 0.44
O 0.4350 1.4355 2.4145 -0.101 -0.328 0.190 -0.42
H -1.4422 1.0058 5.8211 0.000 0.019 0.032 0.10
H 3.6739 0.3184 -3.4292 0.005 0.025 0.004 0.11
C -1.9483 1.7042 5.1665 0.155 -0.263 0.042 -0.07
H -3.3673 3.9158 -1.4709 -0.072 -0.033 0.032 -0.01
C -1.9638 -3.5053 -1.8420 0.025 -0.091 -0.250 -0.07
H -2.1530 -4.3567 -3.8093 0.029 -0.004 -0.043 0.10
H 6.1377 -2.0094 1.3486 -0.012 0.006 0.018 0.08
C -2.1128 -3.4511 -3.2222 -0.010 0.162 0.090 -0.08
N 5.8426 -2.8316 1.8406 -0.119 0.029 -0.068 0.17
C -2.8531 2.6357 5.6517 -0.035 0.085 0.013 -0.10
C -1.6966 1.6576 3.8060 0.000 0.177 -0.158 -0.29
C 4.5279 -3.1907 1.9426 0.739 -0.404 0.273 -0.49
H -3.0622 2.6789 6.7135 -0.028 -0.022 0.007 0.09
H -1.8617 -4.4533 -1.3327 -0.030 0.020 0.066 0.11
C 2.1758 -2.5131 1.6712 0.480 -0.248 0.006 0.03
C -2.1854 -1.0614 -3.0457 0.008 0.209 -0.094 -0.01
H 4.7892 -1.9082 -3.2998 -0.010 0.073 -0.033 0.10
C 3.7507 -1.7847 -3.0168 0.016 -0.190 0.005 -0.08
H 2.9662 0.9741 0.4090 -0.012 -0.008 -0.018 0.12
C -2.3023 2.5413 2.9231 -0.041 -0.279 -0.080 -0.27
H -4.0643 4.7141 -2.9283 -0.010 0.022 -0.063 0.02
C -3.3414 3.9883 -2.5609 0.268 -0.051 -0.027 -0.39
H -3.6567 4.1654 2.7191 -0.029 -0.042 -0.025 0.10
C -3.1927 3.4814 3.4216 0.043 0.028 -0.089 -0.09
H -3.3202 0.3040 1.0322 -0.074 0.014 -0.040 -0.02
N 1.5026 -0.4100 0.7644 0.600 -0.977 0.377 -0.04
C 3.1368 -0.5544 -3.0815 -0.123 0.304 0.044 -0.03
C -1.9407 -2.3459 -1.1073 0.137 -0.072 0.124 -0.02
As -2.1773 2.2732 0.9514 -1.537 1.021 0.270 0.98
O -2.0861 -0.0753 -0.9884 -0.027 -0.126 0.127 -0.20
O -2.8157 3.6739 0.3571 -0.086 0.324 0.078 -0.59
H 1.9208 -3.4916 2.0528 -0.085 0.019 -0.019 0.12
C 1.2113 -1.6202 1.2604 0.076 0.091 -0.182 -0.12
S -1.6972 4.6065 -3.0329 -0.067 0.189 0.045 0.78
N -0.5730 2.2696 -2.5525 -0.555 0.423 -1.071 -0.06
H 1.6479 1.6239 -3.3569 -0.149 -0.060 -0.198 0.13
O 4.2253 -4.3046 2.3298 -0.192 0.159 -0.070 0.06
C -0.6733 3.4786 -2.1300 0.566 0.006 0.957 -0.99
H -3.5047 3.0164 -3.0214 -0.091 -0.009 -0.025 0.02
H 4.8236 -0.4931 1.1083 -0.029 0.069 -0.027 0.10
```
Positions in Å, forces in eV/Å.

***

The lowest E_tot belongs to which entry? C25H24AsN6O8RuS3

***

Which formula does entry 1 have? C25H23N5PSTi